49
Properties=species:S:1:pos:R:3:lowdin_charge:R:1 method="wB97M-V/def2-TZVPD" smiles="COP(=O)(OC)OC.ClCCCl.ClCCCl.ClCCCl.ClCCCl" total_energy_ev=-129473.5834 homo_lumo_gap_ev=10.466 total_charge=0 lumo_energy_ha=0.008 max_force_ev_per_a=1.6
C -5.83 1.13 0.77 -0.09
O -5.79 0.05 1.70 -0.20
P -4.56 -0.14 2.67 0.37
O -4.11 1.12 3.31 -0.23
O -5.07 -1.29 3.64 -0.20
C -6.05 -0.95 4.63 -0.09
O -3.48 -0.98 1.86 -0.19
C -2.45 -0.31 1.13 -0.10
H -5.64 0.73 -0.23 0.09
H -5.16 1.92 1.11 0.09
H -6.80 1.64 0.70 0.09
H -6.94 -1.54 4.43 0.09
H -6.31 0.11 4.59 0.08
H -5.66 -1.14 5.62 0.09
H -2.35 0.72 1.47 0.06
H -2.75 -0.34 0.08 0.09
H -1.50 -0.82 1.20 0.08
Cl 4.88 0.92 -2.54 0.56
C 6.09 1.14 -3.84 -0.63
C 5.40 0.97 -5.19 -0.69
Cl 4.11 2.13 -5.48 0.56
H 6.92 0.47 -3.68 0.08
H 6.47 2.16 -3.77 0.07
H 4.99 -0.04 -5.16 0.05
H 6.08 1.00 -6.04 0.07
Cl 2.19 -1.49 1.10 0.56
C 2.27 -0.86 -0.56 -0.66
C 1.06 0.02 -0.85 -0.64
Cl 0.73 1.35 0.31 0.54
H 2.26 -1.66 -1.30 0.05
H 3.14 -0.23 -0.69 0.02
H 0.17 -0.61 -0.79 0.05
H 1.07 0.44 -1.86 0.07
Cl 4.89 -3.24 -2.07 0.56
C 4.11 -3.02 -3.63 -0.68
C 2.85 -3.88 -3.73 -0.67
Cl 3.24 -5.61 -3.77 0.55
H 4.85 -3.36 -4.36 0.06
H 3.87 -1.97 -3.78 0.05
H 2.26 -3.64 -4.61 0.07
H 2.21 -3.72 -2.86 0.05
Cl -1.43 4.73 3.17 0.55
C -1.31 2.97 3.29 -0.68
C -0.10 2.61 4.13 -0.66
Cl -0.35 2.99 5.87 0.52
H -1.11 2.48 2.34 0.03
H -2.20 2.54 3.74 0.05
H 0.87 2.99 3.83 0.07
H 0.01 1.53 4.07 0.07



22
Properties=species:S:1:pos:R:3:lowdin_charge:R:1 method="wB97M-V/def2-TZVPD" total_energy_ev=-8396.4327 homo_lumo_gap_ev=5.659 relative_energy_ev=6.244 total_charge=+1 lumo_energy_ha=-0.325 max_force_ev_per_a=2.5
C 0.43 1.12 -1.41 -0.24
N 0.33 0.70 -0.08 0.30
C 2.20 -1.31 2.20 -0.16
C 0.94 -1.69 2.97 -0.16
C -0.41 0.17 -2.20 -0.17
N -1.68 0.01 -1.48 -0.01
C -2.61 1.11 -1.62 -0.07
H 1.48 1.23 -1.75 0.18
H 0.01 2.15 -1.51 0.17
H 1.89 -0.52 1.51 0.02
H 3.04 -0.97 2.82 0.07
H 2.66 -2.12 1.63 0.07
H 0.28 -2.25 2.30 0.06
H 1.05 -2.22 3.91 0.07
H 0.41 -0.75 3.19 0.06
H -0.62 0.53 -3.21 0.14
H 0.01 -0.83 -2.30 0.14
H -1.45 -0.10 -0.47 0.11
H 0.60 1.47 0.54 0.12
H -3.47 1.00 -0.96 0.10
H -2.16 2.10 -1.40 0.10
H -2.94 1.16 -2.67 0.11



67
Properties=species:S:1:pos:R:3:lowdin_charge:R:1 method="wB97M-V/def2-TZVPD" total_energy_ev=-204452.0127 homo_lumo_gap_ev=4.977 relative_energy_ev=1.001 total_charge=+3 lumo_energy_ha=-0.398 max_force_ev_per_a=2.0
Ti 0.12 -0.13 -0.40 0.60
O 3.93 -0.28 3.36 0.12
C 4.56 -0.18 2.20 -0.23
C 5.95 -0.14 2.22 0.03
C 6.68 -0.04 1.06 0.00
C 6.03 0.01 -0.19 -0.05
C 4.67 -0.03 -0.24 -0.02
C 3.89 -0.13 0.94 -0.09
C 2.47 -0.17 0.84 -0.35
O 1.86 -0.09 -0.36 -0.23
N 1.68 -0.29 1.88 0.02
N 0.33 -0.31 1.54 -0.23
C -0.48 -0.32 2.60 -0.89
S -2.18 -0.55 2.43 0.98
C -2.55 -0.05 4.15 -0.42
C -1.41 -0.51 5.03 -0.43
S 0.17 -0.17 4.18 1.12
H 2.97 -0.34 3.24 0.05
H 6.43 -0.19 3.19 0.14
H 7.76 -0.01 1.10 0.13
H 6.61 0.08 -1.10 0.12
H 4.15 0.01 -1.20 0.12
H -3.49 -0.53 4.45 0.11
H -2.68 1.03 4.16 0.10
H -1.44 -1.58 5.24 0.10
H -1.39 0.04 5.97 0.11
C -4.14 -0.16 -0.37 -0.26
As -2.38 -0.01 -1.21 1.08
C -2.61 -1.26 -2.70 -0.26
C -2.57 1.71 -2.15 -0.41
C -3.68 1.93 -2.95 -0.08
C -3.82 3.12 -3.66 -0.02
C -2.83 4.09 -3.57 -0.02
C -1.72 3.88 -2.77 -0.07
C -1.59 2.70 -2.05 -0.41
As -0.07 2.40 -0.87 1.17
C 1.16 3.88 -1.17 -0.22
C -0.84 2.88 0.87 -0.24
H -4.88 -0.17 -1.16 0.05
H -4.31 0.70 0.28 0.04
H -4.22 -1.08 0.20 0.02
H -3.48 -0.97 -3.29 0.05
H -2.76 -2.27 -2.32 0.03
H -1.73 -1.23 -3.35 0.04
H -4.45 1.17 -3.03 0.11
H -4.68 3.27 -4.28 0.13
H -2.93 5.01 -4.12 0.13
H -0.95 4.64 -2.71 0.11
H 0.61 4.81 -1.00 0.06
H 1.54 3.85 -2.18 0.06
H 1.98 3.82 -0.46 0.05
H -1.16 3.92 0.84 0.06
H -0.08 2.77 1.65 0.04
H -1.70 2.25 1.09 0.01
C 2.01 -3.82 -0.04 -0.24
Sb 0.27 -2.90 -0.83 1.36
C 0.04 -3.96 -2.67 -0.25
C -1.23 -3.79 0.42 -0.26
H 1.83 -4.90 -0.08 0.04
H 2.17 -3.51 0.99 0.02
H 2.88 -3.57 -0.64 0.03
H 0.16 -5.02 -2.41 0.04
H 0.82 -3.66 -3.36 0.03
H -0.94 -3.80 -3.11 0.01
H -1.15 -4.87 0.31 0.04
H -2.23 -3.47 0.14 0.01
H -1.03 -3.52 1.45 0.01



28
Properties=species:S:1:pos:R:3:lowdin_charge:R:1 method="wB97M-V/def2-TZVPD" total_energy_ev=-32175.5269 homo_lumo_gap_ev=5.278 relative_energy_ev=2.289 total_charge=+1 lumo_energy_ha=-0.196 max_force_ev_per_a=2.0
C 0.11 -1.50 -1.52 -0.06
N -0.01 -1.76 -0.07 -0.30
C 1.24 -2.17 0.58 -0.06
N -1.12 -2.49 0.24 -0.08
C -1.20 -3.39 1.36 -0.08
H 1.18 -1.54 -1.80 0.09
H -0.45 -2.27 -2.08 0.10
H -0.30 -0.51 -1.76 0.04
H 2.07 -1.84 -0.06 0.08
H 1.36 -1.70 1.58 0.09
H 1.32 -3.27 0.71 0.10
H -1.94 -2.26 -0.32 0.14
H -2.23 -3.41 1.75 0.09
H -0.99 -4.42 1.04 0.09
H -0.48 -3.07 2.13 0.08
C 0.23 3.66 -0.85 -0.28
C 1.40 3.05 -0.08 -0.43
S 1.46 1.23 0.04 0.95
C -0.14 0.81 0.45 -0.77
S -1.49 1.48 -0.29 0.96
C -1.07 3.27 -0.19 -0.42
H 0.33 4.75 -0.83 0.13
H 0.26 3.34 -1.89 0.12
H 2.35 3.34 -0.54 0.09
H 1.39 3.38 0.97 0.09
H -0.30 0.04 1.20 0.03
H -1.07 3.48 0.89 0.09
H -1.92 3.78 -0.65 0.09



43
Properties=species:S:1:pos:R:3:lowdin_charge:R:1 method="wB97M-V/def2-TZVPD" total_energy_ev=-125139.0351 homo_lumo_gap_ev=7.397 relative_energy_ev=0.000 total_charge=+2 lumo_energy_ha=-0.261 max_force_ev_per_a=1.9
Zr -0.29 0.02 0.04 1.51
Cl 4.52 -0.03 -0.41 0.80
C 3.66 0.18 1.05 -0.57
C 4.35 0.41 2.26 -0.08
C 3.67 0.55 3.44 -0.58
Cl 4.52 0.86 4.89 0.81
C 2.25 0.44 3.46 -0.14
C 1.46 0.52 4.63 0.05
C 0.10 0.39 4.55 0.01
C -0.50 0.18 3.31 -0.10
N 0.20 0.08 2.18 -0.07
C 1.58 0.22 2.24 -0.15
C 2.29 0.11 1.02 -0.34
O 1.59 -0.05 -0.13 -0.32
H 5.43 0.49 2.24 0.13
H 1.95 0.68 5.58 0.12
H -0.52 0.45 5.43 0.13
H -1.57 0.07 3.23 0.12
C 2.31 -3.71 -0.21 -0.02
N 1.03 -3.00 -0.14 -0.02
C 0.21 -2.69 -1.15 -0.79
S -1.40 -2.12 -0.70 0.67
N 0.48 -2.80 -2.42 -0.01
C 1.76 -3.08 -3.10 -0.02
H 2.64 -3.89 0.81 0.10
H 3.06 -3.12 -0.71 0.08
H 2.20 -4.68 -0.71 0.11
H 0.56 -3.05 0.75 0.12
H -0.29 -2.58 -3.03 0.12
H 2.01 -4.14 -3.04 0.10
H 2.56 -2.48 -2.68 0.09
H 1.64 -2.82 -4.14 0.11
Cl 0.18 0.34 -2.88 0.75
C -0.79 1.72 -2.41 -0.66
C -1.02 1.69 -1.05 -0.43
C -1.83 2.65 -0.50 -0.68
Cl -2.04 2.37 1.21 0.75
C -2.42 3.65 -1.25 -0.69
Cl -3.44 4.82 -0.54 0.77
C -2.15 3.65 -2.64 -0.66
Cl -2.85 4.86 -3.61 0.79
C -1.32 2.68 -3.24 -0.69
Cl -1.00 2.70 -4.91 0.77



14
Properties=species:S:1:pos:R:3:lowdin_charge:R:1 method="wB97M-V/def2-TZVPD" smiles=SC[n+]1cc[nH]c1 total_energy_ev=-18069.4390 homo_lumo_gap_ev=9.849 relative_energy_ev=0.953 total_charge=+1 lumo_energy_ha=-0.130 max_force_ev_per_a=5.7
S -2.92 0.29 0.29 0.77
C -1.42 -0.60 -0.43 -0.42
N -0.08 -0.05 -0.16 -0.07
C 1.00 -0.91 0.33 0.10
C 2.04 -0.04 0.37 -0.03
N 1.64 1.20 0.02 0.12
C 0.34 1.18 -0.27 -0.04
H -3.35 -0.82 0.65 -0.21
H -1.70 -0.72 -1.52 0.11
H -1.42 -1.65 -0.11 0.09
H 0.79 -1.90 0.39 0.10
H 3.06 -0.04 0.66 0.14
H 2.19 1.99 0.25 0.18
H -0.16 2.08 -0.48 0.16